Entry 1:
DFT (wB97M-V/def2-TZVPD) results for C21H17O10S4V as an isolated structure.

```
! wB97M-V def2-TZVPD RIJCOSX def2/J DEFGRID3
* xyz 0 1
V -0.19 0.83 1.50
O 1.91 0.12 4.75
C 1.79 0.32 3.58
O 0.82 1.06 3.04
C 2.77 -0.19 2.53
C 2.93 0.88 1.43
C 4.07 0.53 0.48
C 3.47 -0.65 -0.32
C 2.09 -0.79 0.31
O 1.76 0.61 0.61
C 2.18 -1.40 1.71
C 0.81 -1.83 2.21
O 0.60 -2.87 2.77
O -0.15 -0.94 1.91
H 3.70 -0.44 3.03
H 2.88 1.91 1.78
H 4.97 0.27 1.03
H 4.30 1.38 -0.16
H 4.04 -1.57 -0.22
H 3.38 -0.41 -1.38
H 1.32 -1.21 -0.33
H 2.83 -2.27 1.75
O -0.73 0.45 -0.09
C -1.48 -0.18 -1.13
C -0.64 -0.06 -2.39
C 0.53 0.61 -2.53
C 1.03 0.58 -3.86
C 0.21 -0.11 -4.70
S -1.17 -0.72 -3.89
C -2.78 0.57 -1.30
C -2.92 1.92 -1.25
C -4.24 2.34 -1.58
C -5.05 1.29 -1.89
S -4.25 -0.21 -1.74
C -1.70 -1.61 -0.69
C -2.52 -2.02 0.31
C -2.35 -3.38 0.65
C -1.39 -3.98 -0.10
S -0.68 -2.90 -1.22
H 1.01 1.13 -1.71
H 1.95 1.05 -4.18
H 0.34 -0.30 -5.75
H -2.12 2.60 -0.99
H -4.56 3.37 -1.59
H -6.09 1.32 -2.17
H -3.21 -1.35 0.81
H -2.92 -3.89 1.42
H -1.07 -5.01 -0.07
O -2.04 3.85 1.08
S -1.12 3.19 1.94
O -1.62 1.66 2.15
O 0.14 2.73 1.19
O -0.83 3.74 3.21
*
```

Properties
- calculated total energy (eV) = -111557.415

Mulliken population analysis, charges in e, atoms 1 to 8:
1. V -0.39
2. O -0.62
3. C -0.03
4. O -0.45
5. C 0.11
6. C -0.20
7. C -1.10
8. C -0.56

Entry 2:
DFT (wB97M-V/def2-TZVPD) results for a 2-piece molecular cluster, C11H15NOS overall.

```
! wB97M-V def2-TZVPD RIJCOSX def2/J DEFGRID3
* xyz 0 1
C -3.78 0.06 -0.53
C -3.04 -1.12 -0.62
C -3.36 1.10 0.32
C -1.88 -1.24 0.20
C -2.28 0.94 1.12
C -1.43 -0.17 0.94
C -0.11 -0.18 -2.18
C 0.41 0.51 -1.22
C 3.39 -0.67 -0.54
C 2.98 0.84 1.26
C 1.18 -0.54 0.42
N 2.53 -0.26 0.58
O 0.23 1.17 2.39
S 0.12 -0.24 1.88
H -4.75 0.16 -0.93
H -3.40 -2.00 -1.26
H -4.06 2.06 0.31
H -1.32 -2.15 0.10
H -1.92 1.59 1.84
H -0.40 0.19 -3.11
H -0.52 -1.21 -1.92
H 0.85 1.45 -1.04
H 4.13 -1.37 -0.28
H 2.72 -1.32 -1.19
H 3.63 0.28 -1.09
H 2.62 1.75 0.63
H 2.50 1.08 2.26
H 4.07 0.85 1.50
H 0.90 -1.55 0.15
*
```

Properties
- calculated total energy (eV) = -26017.506
- ΔE to the lowest compared entry with this formula, charge and spin (kcal/mol) = 151.5

Mulliken population analysis, charges in e, atoms 1 to 8:
1. C -0.36
2. C -0.49
3. C -0.36
4. C -0.49
5. C -0.48
6. C 0.34
7. C -0.66
8. C -0.15

Entry 3:
DFT (wB97M-V/def2-TZVPD) results for C33H57BrF4I2N3O12S2 as an isolated structure.

```
! wB97M-V def2-TZVPD RIJCOSX def2/J DEFGRID3
* xyz 1 1
C 7.90 -0.52 1.29
C 6.98 -1.40 0.50
I 8.05 -2.35 -1.00
C 5.66 -1.55 0.67
I 4.57 -2.80 -0.61
N 5.03 -0.80 1.80
F 5.54 0.52 1.61
C 5.40 -1.25 3.23
Br 6.57 -2.77 3.36
C 4.07 -1.59 3.97
N 3.82 -0.76 5.13
C 4.05 -1.21 6.24
O 4.27 -1.55 7.31
C 2.99 -1.61 2.84
C 3.03 -3.08 2.37
C 1.97 -3.49 1.39
O 2.30 -4.79 0.96
C 1.77 -5.07 -0.32
C 2.11 -6.49 -0.69
F 3.37 -6.57 -1.20
F 2.03 -7.36 0.32
F 1.27 -6.90 -1.68
C 3.50 -0.50 1.93
C 3.37 0.88 2.66
C 1.95 1.22 3.16
N 1.81 1.52 4.58
S 2.66 -0.13 0.35
C 0.92 -0.56 0.57
C 0.36 -1.44 -0.52
O 0.91 -1.62 -1.57
O -0.80 -2.02 -0.16
C -1.91 -1.10 -0.29
C -3.21 -1.62 0.38
C -3.93 -0.45 1.04
O -2.88 -2.60 1.35
C -3.96 -3.24 1.82
O -5.05 -3.16 1.31
C -3.72 -4.06 3.04
S -2.53 -5.40 2.76
H 7.57 -0.31 2.28
H 7.96 0.43 0.77
H 8.89 -0.92 1.29
H 5.89 -0.40 3.68
H 4.20 -2.60 4.31
H 2.04 -1.46 3.31
H 3.99 -3.40 2.01
H 2.84 -3.67 3.26
H 0.98 -3.48 1.86
H 1.97 -2.84 0.53
H 2.22 -4.44 -1.09
H 0.70 -4.94 -0.31
H 3.60 1.64 1.94
H 4.08 1.00 3.47
H 1.64 2.11 2.63
H 1.22 0.46 2.92
H 1.37 0.76 5.07
H 2.70 1.70 5.02
H 0.77 -1.05 1.52
H 0.36 0.36 0.61
H -2.08 -0.99 -1.35
H -1.66 -0.15 0.17
H -3.82 -2.04 -0.40
H -3.68 -0.46 2.09
H -3.60 0.49 0.63
H -4.99 -0.54 0.90
H -3.34 -3.46 3.85
H -4.66 -4.51 3.30
H -3.27 -6.09 1.90
C 3.60 4.53 -3.07
O 2.32 4.93 -2.64
C 1.44 3.89 -2.29
C 0.72 4.13 -0.98
O 1.53 4.14 0.19
C 2.45 5.21 0.37
C 1.85 6.58 0.58
O 1.22 7.09 -0.58
C -0.05 7.67 -0.37
H 3.61 4.31 -4.14
H 4.30 5.34 -2.87
H 3.95 3.64 -2.52
H 1.97 2.93 -2.24
H 0.68 3.80 -3.08
H 0.04 3.28 -0.85
H 0.09 5.02 -1.03
H 3.19 5.23 -0.43
H 2.98 4.96 1.29
H 2.67 7.26 0.85
H 1.15 6.55 1.42
H -0.63 7.10 0.37
H -0.59 7.64 -1.32
H 0.03 8.71 -0.04
C -6.63 3.11 -4.31
O -7.26 1.89 -3.98
C -7.94 1.26 -5.05
C -7.63 -0.21 -5.16
O -6.30 -0.55 -5.51
C -5.25 -0.33 -4.59
C -5.25 -1.21 -3.36
O -6.32 -0.92 -2.48
C -7.02 -2.04 -1.99
H -7.32 3.95 -4.21
H -5.81 3.26 -3.60
H -6.21 3.10 -5.32
H -7.70 1.75 -6.00
H -9.02 1.37 -4.88
H -8.23 -0.60 -5.98
H -7.95 -0.75 -4.26
H -5.17 0.73 -4.31
H -4.34 -0.58 -5.14
H -4.31 -1.03 -2.82
H -5.28 -2.26 -3.67
H -7.15 -2.80 -2.77
H -8.01 -1.70 -1.68
H -6.52 -2.48 -1.12
*
```

Properties
- calculated total energy (eV) = -182954.175

Mulliken population analysis, charges in e, atoms 1 to 8:
1. C -1.46
2. C 0.26
3. I 0.15
4. C -0.71
5. I 0.58
6. N 1.18
7. F -0.28
8. C -0.34

Entry 4:
DFT (wB97M-V/def2-TZVPD) results for an isolated ion of composition C3H5Cl2N4 and charge +1.

```
! wB97M-V def2-TZVPD RIJCOSX def2/J DEFGRID3
* xyz 1 1
N 0.53 2.35 -0.03
N 0.02 1.07 -0.07
C 0.85 -0.02 0.04
N 0.09 -1.15 0.03
N 0.65 -2.40 -0.14
C -1.22 -0.89 0.16
Cl -2.48 -1.90 0.23
C -1.27 0.87 0.09
Cl -2.49 2.01 -0.18
H -0.01 3.00 -0.56
H 1.53 2.44 0.05
H 1.93 0.14 0.33
H 0.27 -3.04 0.55
H 1.59 -2.49 -0.50
*
```

Properties
- SMILES = Nn1c[n+](N)c(Cl)c1Cl
- calculated total energy (eV) = -34186.170
- ΔE to the lowest compared entry with this formula, charge and spin (kcal/mol) = 107.2

Mulliken population analysis, charges in e, atoms 1 to 8:
1. N -0.84
2. N 0.48
3. C 0.04
4. N 0.49
5. N -0.82
6. C 0.29
7. Cl -0.09
8. C 0.29

Entry 5:
DFT (wB97M-V/def2-TZVPD) results for C45H43IN2O4P2Rb as an isolated structure.

```
! wB97M-V def2-TZVPD RIJCOSX def2/J DEFGRID3
* xyz -1 1
Rb -0.74 -0.14 1.61
N 2.62 1.59 -0.72
N 3.02 0.30 -0.96
C 2.28 -0.93 -0.74
O 2.82 -1.93 -1.30
O 1.25 -0.91 0.02
H 2.25 1.68 0.23
H 1.98 2.04 -1.38
H 3.63 0.23 -1.75
C -4.15 -1.94 3.15
O -3.34 -0.84 3.62
C -4.08 0.39 3.67
C -3.23 1.47 4.31
O -2.20 1.88 3.40
C -2.12 3.25 3.12
H -4.26 -1.87 2.06
H -5.15 -1.95 3.58
H -3.59 -2.87 3.44
H -5.00 0.25 4.22
H -4.38 0.76 2.67
H -2.76 1.11 5.23
H -3.82 2.38 4.56
H -1.77 3.87 3.96
H -3.06 3.67 2.69
H -1.36 3.36 2.33
C 5.92 0.76 1.32
C 4.86 1.33 2.01
C 3.79 0.53 2.43
C 3.76 -0.87 2.20
C 4.84 -1.37 1.43
C 5.90 -0.58 1.03
P 2.38 -1.89 2.83
C 3.19 -3.42 3.37
C 4.32 -3.38 4.22
C 4.93 -4.60 4.61
C 4.33 -5.79 4.23
C 3.20 -5.82 3.42
C 2.67 -4.61 2.99
C 1.96 -1.21 4.43
C 2.06 -1.72 5.76
C 1.53 -0.96 6.82
C 0.92 0.26 6.58
C 0.74 0.66 5.26
C 1.30 -0.06 4.25
H 6.71 1.40 0.95
H 4.87 2.40 2.24
H 2.92 0.95 2.98
H 4.85 -2.43 1.19
H 6.70 -1.05 0.46
H 4.74 -2.48 4.57
H 5.84 -4.60 5.19
H 4.78 -6.73 4.57
H 2.75 -6.75 3.05
H 1.82 -4.63 2.31
H 2.59 -2.64 5.96
H 1.69 -1.39 7.81
H 0.62 0.87 7.45
H 0.13 1.55 4.99
I -3.13 2.39 -1.46
C -3.66 3.49 -3.24
C -4.27 4.73 -3.19
C -5.00 5.26 -4.27
C -5.06 4.54 -5.46
C -4.30 3.33 -5.62
C -4.45 2.52 -6.79
C -3.76 1.37 -6.91
C -2.93 0.90 -5.86
C -2.74 1.64 -4.71
P -1.63 0.98 -3.47
C -1.99 -0.76 -3.26
C -3.25 -1.34 -3.53
C -3.41 -2.70 -3.43
C -2.38 -3.49 -2.92
C -1.15 -2.92 -2.52
C -0.97 -1.57 -2.68
C -0.01 1.20 -4.19
C 0.69 0.15 -4.74
C 2.07 0.26 -5.00
C 2.67 1.50 -4.93
C 1.96 2.61 -4.49
C 0.65 2.48 -4.10
C -3.48 2.83 -4.45
H -4.13 5.31 -2.29
H -5.56 6.20 -4.12
H -5.69 4.93 -6.26
H -5.07 2.82 -7.58
H -3.84 0.81 -7.84
H -2.34 0.01 -6.04
H -4.08 -0.73 -3.87
H -4.37 -3.12 -3.73
H -2.49 -4.60 -2.84
H -0.38 -3.56 -2.08
H -0.02 -1.14 -2.35
H 0.14 -0.77 -4.98
H 2.60 -0.67 -5.25
H 3.71 1.63 -5.23
H 2.48 3.59 -4.54
H 0.10 3.32 -3.73
*
```

Properties
- calculated total energy (eV) = -85862.850
- ΔE to the lowest compared entry with this formula, charge and spin (kcal/mol) = 0.0

Mulliken population analysis, charges in e, atoms 1 to 8:
1. Rb 0.24
2. N -0.73
3. N 0.22
4. C 0.47
5. O -0.85
6. O -0.18
7. H 0.17
8. H 0.22

Entry 6:
DFT (wB97M-V/def2-TZVPD) results for C20H26FeN2O2Si as an isolated structure.

```
! wB97M-V def2-TZVPD RIJCOSX def2/J DEFGRID3
* xyz 0 5
C 0.85 2.05 4.03
C 1.27 2.51 2.73
C 0.09 2.72 1.94
H 2.29 2.73 2.43
C -1.06 2.42 2.76
C -0.58 2.00 4.05
H -1.21 1.76 4.90
H 1.51 1.89 4.88
H 0.07 3.11 0.92
H -2.10 2.56 2.47
Fe 0.17 0.55 2.41
C -0.17 -0.12 0.58
H -1.12 0.34 0.24
H -0.27 -1.21 0.59
H 0.66 0.18 -0.10
Si -0.45 -1.53 -3.16
C 1.30 -1.32 -3.72
C 1.98 -0.10 -3.50
H 1.46 0.73 -3.02
C 3.31 0.04 -3.91
H 3.82 0.99 -3.73
C 3.98 -1.01 -4.53
H 5.02 -0.90 -4.84
C 3.31 -2.22 -4.76
H 3.82 -3.05 -5.25
C 1.98 -2.37 -4.36
H 1.45 -3.31 -4.54
C -1.47 -0.09 -3.69
C -1.25 0.56 -4.92
H -0.49 0.19 -5.60
C -2.00 1.69 -5.26
H -1.82 2.19 -6.21
C -2.97 2.19 -4.38
H -3.54 3.08 -4.64
C -3.20 1.53 -3.16
H -3.96 1.91 -2.47
C -2.47 0.39 -2.82
H -2.65 -0.12 -1.88
H -0.48 -1.66 -1.69
H -1.00 -2.76 -3.77
C -1.14 -1.91 7.06
O -1.79 -2.01 5.77
C -1.17 -1.48 4.70
O -1.77 -1.21 3.66
N 0.18 -1.26 4.93
N 0.95 -0.85 3.77
H -0.92 -2.92 7.42
H -1.86 -1.43 7.73
H -0.21 -1.31 7.07
H 0.62 -2.00 5.48
H 1.83 -0.47 4.13
H 1.18 -1.69 3.21
*
```

Properties
- calculated total energy (eV) = -70498.845
- ΔE to the lowest compared entry with this formula, charge and spin (kcal/mol) = 0.0

Mulliken population analysis, charges in e, atoms 1 to 8:
1. C -0.58
2. C -0.38
3. C -1.04
4. H 0.40
5. C -0.28
6. C -0.56
7. H 0.43
8. H 0.57

Entry 7:
DFT (wB97M-V/def2-TZVPD) results for C15H27AsNO4S2SbY as an isolated structure.

```
! wB97M-V def2-TZVPD RIJCOSX def2/J DEFGRID3
* xyz 1 1
Y 0.87 -0.12 -0.25
C 7.76 4.62 1.98
C 6.53 3.80 1.71
C 6.02 3.68 0.42
C 4.89 2.92 0.17
C 4.27 2.28 1.23
C 4.75 2.38 2.53
C 5.88 3.14 2.76
S 2.84 1.33 0.92
O 3.15 0.23 -0.05
O 2.34 0.78 2.17
N 1.71 2.08 0.13
C 0.79 2.94 0.88
C -0.54 2.22 1.14
O -1.39 2.69 1.85
O -0.66 1.07 0.49
H 8.08 5.15 1.09
H 8.57 3.97 2.31
H 7.57 5.34 2.77
H 6.51 4.19 -0.40
H 4.49 2.84 -0.84
H 4.24 1.87 3.33
H 6.26 3.23 3.77
H 0.57 3.83 0.30
H 1.19 3.28 1.84
C 0.33 2.81 -3.09
As -0.88 1.34 -3.28
C -1.42 1.24 -5.11
C -2.45 1.67 -2.24
S 0.09 -0.52 -2.80
H -0.19 3.74 -3.34
H 1.17 2.66 -3.78
H 0.70 2.84 -2.07
H -1.92 2.16 -5.39
H -2.10 0.40 -5.22
H -0.54 1.08 -5.73
H -2.85 2.65 -2.51
H -2.20 1.64 -1.18
H -3.18 0.90 -2.47
C 0.06 -4.53 1.79
Sb 1.05 -2.65 1.78
C 0.54 -1.93 3.71
C 3.05 -3.25 2.11
H 0.36 -5.07 2.68
H 0.34 -5.10 0.91
H -1.02 -4.39 1.80
H 0.78 -2.69 4.46
H -0.52 -1.70 3.75
H 1.11 -1.02 3.91
H 3.10 -3.89 2.98
H 3.67 -2.37 2.26
H 3.43 -3.80 1.24
*
```

Properties
- calculated total energy (eV) = -115760.386
- ΔE to the lowest compared entry with this formula, charge and spin (kcal/mol) = 8.6

Mulliken population analysis, charges in e, atoms 1 to 8:
1. Y 0.91
2. C -1.40
3. C 0.96
4. C -0.97
5. C -0.67
6. C -0.20
7. C -0.24
8. C -0.78

Entry 8:
DFT (wB97M-V/def2-TZVPD) results for a 7-piece molecular cluster, C16H23N5O6 overall.

```
! wB97M-V def2-TZVPD RIJCOSX def2/J DEFGRID3
* xyz 0 1
O 3.60 0.52 1.83
C 3.11 0.52 2.95
O 1.75 0.56 3.23
C 1.64 1.05 4.65
C 2.98 0.39 5.20
O 3.84 0.43 4.06
H 1.77 2.14 4.60
H 0.74 0.64 5.07
H 2.83 -0.64 5.61
H 3.43 1.01 5.97
O -5.05 2.42 -0.48
C -4.87 1.61 -1.32
O -4.95 0.28 -1.06
C -4.91 -0.38 -2.30
C -4.20 0.61 -3.22
O -4.51 1.89 -2.59
H -4.38 -1.29 -2.14
H -5.93 -0.71 -2.69
H -4.70 0.62 -4.22
H -3.16 0.46 -3.26
C -2.58 4.03 -1.84
C -1.59 3.15 -2.32
N -0.79 2.43 -2.73
H -3.21 4.41 -2.68
H -2.07 4.88 -1.35
H -3.21 3.50 -1.09
C -0.39 -3.44 -1.91
C -1.29 -2.33 -2.07
N -2.07 -1.48 -2.15
H 0.67 -3.18 -2.02
H -0.67 -4.21 -2.66
H -0.50 -3.83 -0.91
C 4.33 0.12 -1.41
C 3.07 -0.63 -1.48
N 2.12 -1.26 -1.47
H 4.70 0.20 -0.38
H 4.14 1.10 -1.79
H 5.08 -0.36 -1.99
C -0.73 0.58 0.24
C -0.42 -0.74 0.81
N -0.15 -1.74 1.24
H 0.25 0.98 -0.02
H -1.31 1.14 0.92
H -1.31 0.37 -0.66
C 3.12 -2.65 1.11
C 3.21 -2.65 2.60
N 3.30 -2.58 3.76
H 3.97 -3.14 0.72
H 3.08 -1.62 0.84
H 2.23 -3.19 0.79
*
```

Properties
- SMILES = O=C1OCCO1.O=C1OCCO1.CC#N.CC#N.CC#N.CC#N.CC#N
- calculated total energy (eV) = -36698.958
- ΔE to the lowest compared entry with this formula, charge and spin (kcal/mol) = 25.2

Mulliken population analysis, charges in e, atoms 1 to 8:
1. O -0.59
2. C 0.49
3. O -0.21
4. C -0.34
5. C -0.38
6. O -0.28
7. H 0.28
8. H 0.30

Taking the records one at a time from the top gives strongest force on any atom values of 0.54, 5.03, 2.29, 6.73, 4.39, 2.48, 0.28, 3.28 eV Å⁻¹.